Here is the molecule C4H9NO3 at a distorted geometry from OMol25. Energies are from the ωB97M-V functional and the def2-TZVPD basis.

Positions of all 17 atoms, in Å:
O (1.30, -2.97, -0.59)
O (-0.69, -2.44, 0.46)
O (0.73, 1.88, 1.88)
N (0.22, -1.03, -1.18)
C (-0.62, 0.12, -1.12)
C (0.11, 1.32, -0.40)
C (0.37, -2.16, -0.38)
C (-0.32, 1.37, 1.11)
H (1.58, 1.42, 1.93)
H (-1.14, 2.14, 1.42)
H (-1.60, 0.06, -0.65)
H (-0.70, 0.45, 1.53)
H (-0.75, 0.48, -2.14)
H (1.27, 1.15, -0.41)
H (0.96, -0.95, -1.77)
H (-0.48, -3.05, 1.21)
H (-0.24, 2.21, -0.93)

Largest force on an atom (eV/A): 4.5
Gap between HOMO and LUMO (eV): 10.245
Energy relative to the best compared isomer or geometry (same formula, charge and spin) (kJ/mol): 164.0
SMILES: O=C(O)NCCCO
E (eV): -11925.8417
Highest occupied orbital energy (eV): -9.6